{
  "formula": "C48H36ClINO2P2Pt",
  "method": "the ωB97M-V functional and the def2-TZVPD basis",
  "elements": ["Pt", "Cl", "C", "C", "C", "I", "C", "O", "C", "N", "C", "C", "C", "C", "H", "H", "H", "H", "C", "C", "C", "C", "C", "C", "C", "C", "P", "C", "C", "C", "C", "C", "C", "C", "C", "C", "C", "C", "C", "C", "O", "C", "C", "C", "C", "C", "C", "P", "C", "C", "C", "C", "C", "C", "C", "C", "C", "C", "C", "C", "H", "H", "H", "H", "H", "H", "H", "H", "H", "H", "H", "H", "H", "H", "H", "H", "H", "H", "H", "H", "H", "H", "H", "H", "H", "H", "H", "H", "H", "H", "H", "H"],
  "xyz": [[0.5342, -0.4091, 0.1700], [-4.7716, 2.2161, -3.5498], [-3.6492, 1.8904, -2.3318], [-3.7346, 2.5818, -1.1284], [-2.8410, 2.3393, -0.1025], [-2.9613, 3.3445, 1.6922], [-1.7975, 1.3679, -0.2579], [-0.9864, 1.0899, 0.6636], [-1.6921, 0.6898, -1.5349], [-0.6616, -0.1662, -1.6712], [-0.5005, -0.8241, -2.8089], [-1.3977, -0.6876, -3.8687], [-2.4595, 0.1777, -3.7445], [-2.6114, 0.9147, -2.5572], [-4.5175, 3.3176, -1.0009], [0.3640, -1.4694, -2.8945], [-1.2488, -1.2594, -4.7738], [-3.1723, 0.2975, -4.5495], [5.6556, -4.2090, 1.4273], [5.0179, -3.1107, 2.3007], [5.7912, -2.9970, 3.6266], [3.5717, -3.4894, 2.5850], [3.2530, -4.5838, 3.3871], [1.9429, -4.9496, 3.6590], [0.8984, -4.2348, 3.1039], [1.1868, -3.1453, 2.2866], [-0.1675, -2.2468, 1.5223], [-1.2300, -1.6102, 2.7923], [-0.7520, -1.3969, 4.0920], [-1.5988, -0.8627, 5.0461], [-2.9030, -0.5166, 4.7067], [-3.3754, -0.7075, 3.4099], [-2.5411, -1.2387, 2.4469], [-1.0671, -3.4142, 0.4972], [-0.6327, -3.5986, -0.8198], [-1.2912, -4.4898, -1.6478], [-2.3755, -5.2106, -1.1584], [-2.7888, -5.0517, 0.1580], [-2.1501, -4.1446, 0.9886], [2.5093, -2.7871, 2.0439], [2.6888, -1.6900, 1.2227], [3.9579, -1.1662, 1.0518], [4.0229, 0.0290, 0.3427], [5.2526, 0.6459, 0.1323], [6.3954, 0.0495, 0.6310], [6.3059, -1.1519, 1.3178], [5.0878, -1.7877, 1.5523], [2.5252, 0.8361, -0.2365], [2.7021, 1.1941, -1.9681], [3.5295, 0.4092, -2.7813], [3.6006, 0.6757, -4.1376], [2.8392, 1.7020, -4.6876], [2.0004, 2.4717, -3.8848], [1.9152, 2.2126, -2.5299], [2.3572, 2.3669, 0.6896], [2.9981, 3.5333, 0.2640], [2.9223, 4.6740, 1.0456], [2.2011, 4.6622, 2.2329], [1.5571, 3.5053, 2.6543], [1.6354, 2.3559, 1.8872], [5.6281, -5.1683, 1.9444], [6.6976, -3.9683, 1.2161], [5.1261, -4.3141, 0.4788], [5.7725, -3.9406, 4.1689], [5.3614, -2.2235, 4.2644], [6.8368, -2.7535, 3.4472], [4.0545, -5.1728, 3.8134], [1.7370, -5.7941, 4.3018], [-0.1282, -4.5167, 3.3041], [0.2621, -1.6714, 4.3536], [-1.2469, -0.7223, 6.0591], [-3.5569, -0.0953, 5.4589], [-4.3955, -0.4474, 3.1613], [-2.8991, -1.3904, 1.4349], [0.2413, -3.0622, -1.1739], [-0.9597, -4.6341, -2.6678], [-2.8968, -5.9031, -1.8057], [-3.6108, -5.6417, 0.5405], [-2.4894, -4.0170, 2.0088], [5.3153, 1.5801, -0.4121], [7.3570, 0.5222, 0.4873], [7.2159, -1.6099, 1.6824], [4.1275, -0.3829, -2.3483], [4.2549, 0.0887, -4.7679], [2.9008, 1.9046, -5.7488], [1.4231, 3.2765, -4.3203], [1.2653, 2.8074, -1.8981], [3.5593, 3.5515, -0.6618], [3.4326, 5.5745, 0.7315], [2.1424, 5.5595, 2.8346], [1.0001, 3.4988, 3.5815], [1.1418, 1.4500, 2.2218]],
  "mulliken_spin": [1.332, 0.087, 0.220, -0.071, 0.157, 0.063, 0.215, 0.405, -0.006, 0.111, -0.009, 0.022, 0.033, 0.003, 0.004, 0.003, 0.002, 0.007, 0.001, -0.002, 0.001, 0.018, -0.001, 0.006, 0.011, -0.115, 0.452, 0.068, 0.030, -0.009, 0.063, -0.015, 0.042, 0.011, 0.035, 0.003, 0.022, -0.002, 0.012, -0.024, 0.184, -0.024, -0.133, 0.011, 0.004, -0.001, 0.017, 0.489, 0.063, 0.035, -0.014, 0.059, -0.017, 0.036, 0.004, 0.009, 0.000, 0.014, 0.011, 0.044, 0.000, 0.000, 0.000, 0.000, 0.000, 0.000, 0.000, 0.001, 0.004, -0.001, 0.000, 0.001, 0.000, -0.007, 0.011, 0.000, 0.001, 0.001, 0.002, 0.004, 0.001, 0.000, -0.001, 0.000, 0.001, 0.000, -0.003, 0.002, 0.001, 0.000, 0.000, 0.006],
  "homo_ev": [-15.7, -15.7],
  "total_charge": 3,
  "e_tot_ha": -3614.95311,
  "lumo_energy_ev": [-8.6, -11.3],
  "gap_ev": [7.146, 4.375],
  "e_above_lowest_ev": 0.476,
  "multiplicity": 5,
  "s_squared": 6.04
}

***

{
  "formula": "C48H36NP3ReS2Se",
  "method": "the ωB97M-V functional and the def2-TZVPD basis",
  "elements": ["Re", "S", "P", "C", "P", "S", "C", "C", "C", "C", "C", "C", "C", "C", "C", "C", "C", "C", "C", "C", "C", "C", "C", "C", "C", "C", "C", "C", "C", "C", "H", "H", "H", "H", "H", "H", "H", "H", "H", "H", "H", "H", "H", "H", "H", "H", "H", "H", "H", "H", "C", "C", "C", "C", "C", "C", "P", "C", "C", "C", "C", "C", "C", "C", "C", "C", "C", "C", "C", "C", "C", "C", "C", "H", "H", "H", "H", "H", "H", "H", "H", "H", "H", "H", "H", "H", "H", "H", "H", "Se", "C", "N"],
  "xyz": [[0.9727, 0.2946, 0.2660], [1.4251, -1.4405, 1.9803], [-0.6190, -1.4068, 2.1309], [-0.9775, -0.3195, 0.8796], [-1.8705, -0.2005, -0.5594], [-0.6248, 1.0438, -1.5878], [-3.5249, 0.4985, -0.3689], [-3.9881, 0.8275, 0.8977], [-5.2627, 1.3525, 1.0521], [-6.0612, 1.5638, -0.0603], [-5.5928, 1.2456, -1.3290], [-4.3307, 0.7064, -1.4836], [-2.1781, -1.7268, -1.4867], [-3.2018, -2.5733, -1.0654], [-3.3764, -3.8040, -1.6712], [-2.5410, -4.1877, -2.7125], [-1.5375, -3.3370, -3.1487], [-1.3537, -2.1076, -2.5372], [-1.0693, -0.8004, 3.7714], [-0.9287, -1.6157, 4.8918], [-1.1716, -1.0994, 6.1514], [-1.5550, 0.2290, 6.2957], [-1.6983, 1.0396, 5.1819], [-1.4602, 0.5243, 3.9189], [-1.3529, -3.0594, 2.0472], [-2.6657, -3.2301, 2.4797], [-3.2908, -4.4548, 2.3286], [-2.6059, -5.5167, 1.7533], [-1.2964, -5.3522, 1.3285], [-0.6692, -4.1251, 1.4747], [-3.3393, 0.6908, 1.7559], [-5.6226, 1.6100, 2.0388], [-7.0525, 1.9798, 0.0575], [-6.2168, 1.4163, -2.1954], [-3.9706, 0.4398, -2.4706], [-3.8619, -2.2725, -0.2598], [-4.1634, -4.4636, -1.3308], [-2.6759, -5.1518, -3.1848], [-0.8839, -3.6332, -3.9580], [-0.5568, -1.4469, -2.8590], [-0.6220, -2.6494, 4.7799], [-1.0550, -1.7284, 7.0232], [-1.7409, 0.6306, 7.2826], [-1.9729, 2.0801, 5.2865], [-1.5561, 1.1542, 3.0446], [-3.1979, -2.4045, 2.9388], [-4.3105, -4.5830, 2.6664], [-3.0912, -6.4775, 1.6478], [-0.7593, -6.1810, 0.8876], [0.3586, -3.9942, 1.1572], [6.2806, 3.0674, 1.3570], [5.6039, 1.9019, 1.6842], [4.4493, 1.5588, 1.0016], [3.9728, 2.3768, -0.0181], [4.6552, 3.5453, -0.3443], [5.8073, 3.8865, 0.3426], [2.4893, 1.8482, -0.9130], [1.7127, 3.3737, -1.4885], [1.4770, 4.3810, -0.5528], [0.8163, 5.5344, -0.9301], [0.3883, 5.6932, -2.2411], [0.6224, 4.6960, -3.1744], [1.2822, 3.5345, -2.8025], [3.0415, 0.8913, -2.3374], [3.8391, 1.3935, -3.3364], [4.2488, 0.5630, -4.3901], [3.8716, -0.7527, -4.4023], [3.0780, -1.3034, -3.3721], [2.7242, -2.6740, -3.3690], [1.9863, -3.1765, -2.3390], [1.5517, -2.3403, -1.2904], [1.8195, -0.9868, -1.2434], [2.6329, -0.4706, -2.3148], [7.1725, 3.3451, 1.9019], [5.9636, 1.2693, 2.4833], [3.9067, 0.6577, 1.2700], [4.2780, 4.1963, -1.1238], [6.3293, 4.8005, 0.0938], [1.8064, 4.2707, 0.4725], [0.6330, 6.3048, -0.1933], [-0.1334, 6.5946, -2.5330], [0.2906, 4.8184, -4.1967], [1.4443, 2.7513, -3.5298], [4.1554, 2.4292, -3.3152], [4.8629, 0.9651, -5.1846], [4.1833, -1.4000, -5.2126], [3.0625, -3.3061, -4.1810], [1.7190, -4.2257, -2.3200], [0.9559, -2.7915, -0.5052], [0.3129, 4.1674, 3.3997], [0.6040, 2.7730, 2.3577], [0.8000, 1.8549, 1.6632]],
  "mulliken_spin": [2.552, 0.020, -0.052, 0.142, 0.080, 0.001, 0.003, 0.014, 0.003, 0.001, 0.000, -0.001, 0.011, -0.009, 0.000, 0.000, 0.003, -0.003, -0.013, -0.001, -0.001, 0.001, 0.001, 0.023, 0.013, -0.002, -0.001, 0.001, -0.001, 0.001, 0.000, 0.000, 0.000, 0.000, 0.002, 0.000, 0.000, 0.000, 0.000, -0.009, -0.002, 0.000, 0.000, 0.001, 0.017, 0.001, 0.000, 0.000, 0.000, 0.001, 0.001, 0.026, 0.029, -0.038, -0.001, 0.000, 0.208, 0.019, -0.001, 0.003, -0.003, 0.002, -0.003, -0.058, 0.013, -0.009, 0.009, -0.023, 0.055, -0.034, 0.053, -0.121, -0.021, 0.000, 0.001, -0.056, 0.001, 0.000, -0.001, 0.000, 0.000, 0.000, -0.002, 0.002, 0.000, 0.000, 0.004, -0.001, 0.083, 0.064, 0.113, -0.110],
  "homo_ev": [-7.0, -7.5],
  "total_charge": 0,
  "e_tot_ha": -6205.71988,
  "lumo_energy_ev": [0.3, -0.7],
  "gap_ev": [7.270, 6.759],
  "e_above_lowest_ev": 0.000,
  "multiplicity": 4,
  "s_squared": 3.78
}

***

What is the formula in the second record? C48H36NP3ReS2Se